Entry 1:
Density functional theory data (the ωB97M-V functional and the def2-TZVPD basis) for one molecule with the formula C20H26N2O2S.

Results
Spin multiplicity = 1
HOMO level = -0.308 Eh
Net charge = 0
Frontier orbital gap = 9.00 eV
SMILES = COCc1ccc(C(=O)N2CCC[C@@H](N(C)Cc3ccccc3)C2)s1

Element x y z (Å)
S: 2.453 -2.243 1.870
O: 4.374 -5.573 1.059
O: 1.695 0.452 -0.644
N: -1.787 3.113 0.288
N: 0.449 0.298 1.235
C: -2.327 0.982 1.569
C: -2.128 3.935 1.427
C: 0.027 1.677 1.116
C: 2.308 -3.777 -0.177
C: 1.701 -1.625 0.431
C: 2.754 -3.770 1.108
C: -2.773 3.221 -0.774
C: -2.583 1.267 -4.020
C: -0.965 2.894 -2.477
C: 1.727 -2.552 -0.568
C: 1.270 -0.212 0.286
C: -3.067 1.807 -2.841
C: 3.442 -4.877 1.849
C: -0.364 -0.475 2.145
C: 5.507 -4.809 0.720
C: -0.477 2.346 -3.648
C: -1.416 1.742 0.591
C: -1.287 1.532 -4.424
C: -1.829 -0.454 1.697
C: -2.263 2.625 -2.060
H: -4.079 1.589 -2.525
H: -3.738 2.756 -0.501
H: 3.923 -4.468 2.751
H: -3.219 0.631 -4.620
H: 0.695 2.180 0.417
H: 0.106 2.147 2.101
H: -1.912 -0.957 0.731
H: -0.277 -0.033 3.144
H: -0.906 1.102 -5.339
H: -3.357 0.990 1.206
H: 6.037 -4.471 1.619
H: -3.114 3.701 1.857
H: 0.538 2.550 -3.955
H: 2.407 -4.630 -0.824
H: 1.330 -2.357 -1.547
H: 2.710 -5.632 2.158
H: 5.238 -3.934 0.118
H: -1.421 1.205 -0.365
H: -0.339 3.522 -1.862
H: -2.960 4.289 -0.932
H: -2.306 1.463 2.549
H: -2.136 4.979 1.111
H: -2.433 -1.004 2.421
H: -0.007 -1.502 2.189
H: -1.372 3.822 2.200
H: 6.154 -5.462 0.139

Entry 2:
Density functional theory data (the ωB97M-V functional and the def2-TZVPD basis) for a 2-piece molecular cluster, C11H20N2Si overall.

Results
Spin multiplicity = 1
HOMO level (alpha / beta) = -0.277 / -0.220 Eh
Net charge = 0
Frontier orbital gap (alpha / beta) = 7.74 / 6.10 eV

Element x y z (Å)
Si: 0.249 -0.783 1.372
N: -1.548 -0.930 -1.150
N: -0.750 -0.270 2.679
C: 2.729 0.023 0.254
C: 0.396 -1.052 -2.577
C: 3.718 0.917 -0.101
C: 0.655 -2.622 1.497
C: 3.600 2.255 0.241
C: -2.765 -0.316 -0.736
C: 2.484 2.688 0.939
C: -2.705 1.167 -0.324
C: 1.493 1.793 1.293
C: 1.600 0.438 0.966
C: -0.838 -0.250 -2.187
H: 0.922 -0.579 -3.404
H: -3.648 1.468 0.127
H: 0.632 2.146 1.841
H: -3.145 -0.903 0.108
H: -1.496 -0.142 -3.070
H: 1.391 -2.907 0.751
H: -1.073 0.681 2.709
H: 4.375 2.956 -0.034
H: 1.067 -1.119 -1.723
H: 2.390 3.731 1.207
H: -2.517 1.802 -1.187
H: 1.053 -2.870 2.477
H: -1.477 -0.891 2.999
H: -3.504 -0.402 -1.555
H: 0.103 -2.058 -2.862
H: -0.526 0.774 -1.908
H: -1.899 1.313 0.394
H: -0.232 -3.222 1.324
H: 4.587 0.573 -0.645
H: 2.837 -1.019 -0.013

Total energy (computed, eV): -39072.097; -22587.724
Relative energy (zero: lowest compared OMol25 entry of this formula, charge and spin) (computed, eV): 1.867; 0.422